Entry 1:
Entry from the OMol25 dataset: a cluster of 10 separate species, C44H72O12 in total at a distorted geometry (ωB97M-V/def2-TZVPD).

Computed properties:
**2S+1**: 1
**LUMO**: -1.32 eV
**HOMO**: -9.0 eV

CARTESIAN COORDINATES (ANGSTROEM)
O  16.200  14.165  8.138
C  15.054  14.046  7.817
C  13.995  14.637  8.717
C  12.706  14.664  8.383
C  12.319  14.037  7.060
O  11.125  13.938  6.787
C  13.342  13.330  6.220
C  14.603  13.299  6.673
H  14.412  15.011  9.655
H  11.941  15.075  9.010
H  13.018  12.779  5.290
H  15.375  12.801  6.144
O  16.206  10.842  10.046
C  16.659  11.573  10.877
C  15.866  12.706  11.420
C  16.426  13.512  12.346
C  17.788  13.345  12.839
O  18.240  14.341  13.410
C  18.542  12.178  12.370
C  17.967  11.375  11.448
H  14.802  12.780  11.027
H  15.783  14.323  12.599
H  19.562  12.116  12.629
H  18.529  10.614  10.919
C  12.380  9.976  7.553
C  12.680  8.762  8.464
C  11.482  8.703  9.387
O  10.990  10.018  9.500
C  11.654  10.877  8.516
H  11.691  9.589  6.800
H  13.292  10.467  7.098
H  13.588  8.906  9.026
H  12.749  7.911  7.789
H  11.568  8.261  10.425
H  10.672  8.155  8.937
H  12.406  11.534  9.025
H  10.819  11.397  7.967
C  19.018  13.793  18.011
C  18.418  12.519  18.667
C  17.156  12.367  17.742
O  17.556  12.790  16.421
C  18.868  13.493  16.500
H  20.044  14.034  18.332
H  18.363  14.641  18.293
H  18.101  12.699  19.717
H  19.112  11.693  18.489
H  16.370  13.035  18.075
H  16.681  11.360  17.521
H  18.957  14.396  15.921
H  19.601  12.796  16.117
C  15.186  9.491  15.411
C  14.215  8.887  14.385
C  14.909  8.929  13.042
O  15.877  9.941  13.242
C  16.003  10.392  14.586
H  15.814  8.648  15.759
H  14.654  9.940  16.279
H  13.320  9.509  14.297
H  13.900  7.971  14.747
H  14.326  9.221  12.170
H  15.522  8.008  12.671
H  15.545  11.431  14.619
H  17.019  10.533  14.886
C  15.841  18.534  12.652
C  17.092  17.942  12.099
C  16.507  17.055  11.011
O  15.409  16.410  11.628
C  14.742  17.444  12.416
H  15.602  19.302  11.912
H  15.818  18.935  13.655
H  17.645  17.338  12.790
H  17.666  18.746  11.684
H  17.050  16.274  10.484
H  16.078  17.699  10.168
H  14.361  16.990  13.243
H  13.969  17.846  11.761
C  20.799  7.981  14.323
C  21.154  9.131  15.305
C  20.096  10.213  14.971
O  19.580  9.879  13.683
C  19.483  8.468  13.722
H  20.778  6.929  14.661
H  21.516  7.901  13.503
H  22.143  9.497  15.205
H  21.012  8.906  16.333
H  20.433  11.261  14.927
H  19.320  10.182  15.773
H  19.308  8.146  12.721
H  18.612  8.108  14.261
C  11.819  13.122  11.728
C  10.594  14.003  12.053
C  10.723  14.303  13.569
O  11.422  13.180  14.085
C  12.439  12.983  13.214
H  12.527  13.610  11.048
H  11.586  12.171  11.268
H  9.582  13.555  11.865
H  10.596  14.955  11.544
H  9.780  14.348  14.130
H  11.212  15.286  13.775
H  12.938  12.058  13.355
H  13.255  13.744  13.314
C  23.522  14.727  14.002
C  24.508  13.779  14.731
C  23.843  13.489  16.001
O  22.519  13.277  15.552
C  22.200  14.275  14.553
H  23.552  14.637  12.944
H  23.694  15.722  14.462
H  25.507  14.143  14.736
H  24.505  12.822  14.196
H  23.917  14.292  16.766
H  24.163  12.496  16.378
H  21.674  15.041  15.096
H  21.509  13.891  13.842
C  17.488  7.953  8.437
C  18.340  9.149  7.872
C  19.704  8.909  8.631
O  19.267  8.588  9.980
C  18.008  7.935  9.920
H  17.595  7.015  7.863
H  16.382  8.171  8.435
H  18.024  10.134  8.209
H  18.436  9.203  6.789
H  20.387  9.769  8.722
H  20.127  8.039  8.182
H  17.251  8.431  10.630
H  18.085  6.882  10.214

---

Entry 2:
Entry from the OMol25 dataset: an isolated molecule of C17H22N4O at a distorted geometry (ωB97M-V/def2-TZVPD).

Computed properties:
**2S+1**: 1
**LUMO**: 0.65 eV
**HOMO**: -8.3 eV
**Energy relative to the best compared isomer or geometry (same formula, charge and spin)**: 0.490 eV

CARTESIAN COORDINATES (ANGSTROEM)
C  -4.341  2.179  1.485
C  -3.802  1.413  2.728
C  -3.241  0.052  2.325
C  -1.949  0.013  1.564
N  -1.920  -0.007  0.161
C  -0.648  -0.211  -0.116
C  -0.012  -0.437  -1.495
C  0.036  -1.987  -1.796
C  1.525  -2.286  -1.894
C  2.171  -3.522  -2.114
C  3.558  -3.561  -2.250
C  4.321  -2.416  -2.057
C  3.652  -1.189  -1.786
C  2.252  -1.122  -1.692
N  1.400  -0.022  -1.439
C  1.804  1.302  -1.216
O  2.975  1.577  -0.970
C  0.875  2.523  -1.467
N  1.606  3.810  -1.720
N  0.104  -0.300  1.040
C  -0.728  -0.170  2.126
C  -0.359  -0.235  3.576
H  -3.525  2.451  0.801
H  -5.050  1.598  0.935
H  -4.862  3.049  1.839
H  -4.672  1.270  3.365
H  -3.036  2.012  3.241
H  -3.040  -0.509  3.238
H  -4.001  -0.471  1.770
H  -0.602  0.104  -2.232
H  -0.596  -2.199  -2.676
H  -0.420  -2.590  -0.996
H  1.592  -4.416  -2.179
H  4.078  -4.493  -2.454
H  5.401  -2.446  -2.218
H  4.303  -0.310  -1.665
H  0.272  2.653  -0.533
H  0.224  2.337  -2.324
H  1.929  3.894  -2.668
H  2.417  3.881  -1.045
H  1.118  -0.426  1.088
H  -1.199  0.074  4.159
H  -0.106  -1.275  3.830
H  0.495  0.406  3.733

---

Entry 3:
Entry from the OMol25 dataset: a structure of composition C6H2Cl5NO3S at a distorted geometry (ωB97M-V/def2-TZVPD).

Computed properties:
**2S+1**: 1
**LUMO**: -0.18 eV
**HOMO**: -9.8 eV
**Energy relative to the best compared isomer or geometry (same formula, charge and spin)**: 0.000 eV

CARTESIAN COORDINATES (ANGSTROEM)
O  3.141  -0.672  -0.666
O  1.404  0.939  -1.453
Cl  -4.311  -0.865  -0.910
Cl  -3.409  2.022  0.117
Cl  -2.284  -3.281  -0.803
Cl  -0.439  2.481  1.110
Cl  0.653  -2.790  0.216
O  1.216  -0.069  1.023
C  -2.681  -0.611  -0.302
C  -2.267  0.653  0.147
C  -1.771  -1.694  -0.257
C  -0.964  0.848  0.600
C  -0.462  -1.481  0.196
C  -0.062  -0.231  0.629
N  2.991  1.510  0.298
S  2.106  0.306  -0.343
H  3.671  1.037  0.892
H  3.469  1.899  -0.494

---

Entry 4:
Entry from the OMol25 dataset: a cluster of 3 separate species, C5H7NO in total at a distorted geometry (ωB97M-V/def2-TZVPD).

Computed properties:
**2S+1**: 1
**LUMO**: 0.59 eV
**HOMO**: -9.5 eV
**Energy relative to the best compared isomer or geometry (same formula, charge and spin)**: 4.724 eV

CARTESIAN COORDINATES (ANGSTROEM)
C  0.711  -0.154  1.416
C  1.256  0.736  0.652
C  -0.081  1.107  1.213
H  0.811  -1.084  1.950
H  2.090  1.077  0.065
H  -0.971  1.102  0.572
H  -0.121  1.848  2.014
C  -0.143  0.654  -2.425
N  0.902  1.021  -2.102
H  -1.107  0.289  -2.708
C  -0.826  -1.649  -0.158
O  -1.580  -0.956  -0.800
H  -1.097  -2.004  0.853
H  0.155  -1.984  -0.542

---

Entry 5:
Entry from the OMol25 dataset: a structure of composition C7H15ErO7PS at a distorted geometry (ωB97M-V/def2-TZVPD).

Computed properties:
**Total charge**: +3
**2S+1**: 4
**LUMO (alpha / beta)**: -12.81 / -14.40 eV
**HOMO (alpha / beta)**: -19.1 / -19.1 eV
**Energy relative to the best compared isomer or geometry (same formula, charge and spin)**: 4.688 eV

CARTESIAN COORDINATES (ANGSTROEM)
C  -1.422  2.106  2.735
C  -1.546  0.794  1.707
C  -1.009  1.341  0.240
C  -1.171  0.267  -0.985
C  -0.785  0.964  -2.442
C  -0.283  -1.097  -0.856
O  -0.437  -1.985  0.319
S  0.459  -3.361  -0.258
O  0.979  -4.387  0.775
O  -0.265  -4.282  -1.314
O  1.612  -2.562  -1.286
C  1.327  -1.092  -1.164
P  2.575  -0.590  0.191
O  2.496  0.918  0.656
O  2.547  -1.594  1.620
O  4.191  -0.784  -0.522
H  -0.977  3.060  2.195
H  -2.461  2.428  3.185
H  -0.648  1.814  3.581
H  -2.718  0.632  1.573
H  -0.983  -0.153  2.102
H  -1.723  2.259  -0.029
H  0.065  1.809  0.354
H  -2.324  -0.038  -1.024
H  0.289  1.444  -2.302
H  -1.592  1.718  -2.830
H  -0.648  0.054  -3.193
H  -0.699  -1.749  -1.767
H  1.670  -0.655  -2.208
H  1.735  -1.402  2.184
H  4.356  0.142  -0.916
Er  -2.611  3.978  -0.322